Entry 1:
Density functional theory data (ωB97M-V/def2-TZVPD) for a structure of composition C34H51BN6O2PbSSbSe4.

Properties
LUMO energy: 1.64 eV
Kohn-Sham gap: 5.86 eV
ΔE to the lowest compared entry with this formula, charge and spin: 142.8 kJ/mol
Max |F|: 1.27 eV/Å
Net charge: -1
DFT total energy: -333811.6471 eV
Spin multiplicity: 1

Geometry (Å):
Pb  -1.607  0.066  0.536
C  -2.541  -0.620  4.591
C  -2.323  -1.779  3.615
C  -2.788  -3.104  4.202
C  -0.874  -1.761  3.278
C  0.197  -2.066  4.114
C  1.338  -1.685  3.431
C  2.691  -1.955  4.028
C  3.082  -3.408  3.727
C  3.833  -1.011  3.668
N  0.952  -1.183  2.233
N  -0.395  -1.233  2.158
B  1.707  -0.338  1.192
N  1.369  -0.670  -0.292
N  0.284  -0.100  -0.863
C  0.451  -0.084  -2.186
C  1.648  -0.725  -2.485
C  2.204  -1.078  -1.267
C  3.471  -1.871  -1.158
C  3.327  -3.016  -0.158
C  4.695  -1.013  -0.829
C  -0.432  0.688  -3.108
C  -0.189  2.178  -2.846
C  -0.171  0.320  -4.563
N  1.328  1.155  1.417
N  0.042  1.551  1.475
C  0.015  2.848  1.755
C  1.326  3.315  1.865
C  2.134  2.214  1.641
C  3.631  2.211  1.569
C  4.076  2.911  0.281
C  4.240  2.907  2.788
C  -1.216  3.690  1.884
C  -2.491  2.903  2.154
C  -1.386  4.524  0.611
H  -3.601  -0.417  4.714
H  -2.070  0.279  4.194
H  -2.095  -0.853  5.555
H  -2.904  -1.575  2.710
H  -2.269  -3.325  5.132
H  -2.616  -3.911  3.495
H  -3.855  -3.057  4.392
H  0.151  -2.496  5.095
H  2.537  -1.870  5.111
H  3.098  -3.577  2.655
H  2.358  -4.093  4.159
H  4.063  -3.633  4.142
H  4.247  -1.252  2.694
H  4.633  -1.121  4.399
H  3.499  0.023  3.672
H  2.860  -0.477  1.327
H  2.070  -0.925  -3.447
H  3.627  -2.294  -2.158
H  3.286  -2.609  0.845
H  4.169  -3.701  -0.227
H  2.407  -3.568  -0.330
H  4.545  -0.466  0.094
H  4.892  -0.295  -1.620
H  5.572  -1.647  -0.713
H  -1.483  0.489  -2.879
H  0.853  2.438  -3.033
H  -0.422  2.417  -1.810
H  -0.819  2.788  -3.486
H  0.828  0.637  -4.859
H  -0.896  0.801  -5.215
H  -0.259  -0.755  -4.700
H  1.626  4.323  2.065
H  3.981  1.180  1.544
H  3.728  3.940  0.281
H  3.666  2.407  -0.590
H  5.161  2.909  0.200
H  3.941  3.952  2.824
H  5.326  2.867  2.741
H  3.921  2.428  3.712
H  -1.047  4.374  2.727
H  -2.772  2.315  1.279
H  -3.319  3.583  2.346
H  -2.387  2.236  3.006
H  -1.583  3.875  -0.239
H  -0.495  5.111  0.402
H  -2.234  5.191  0.728
Se  -5.112  -3.479  1.355
Sb  -5.756  -1.235  0.650
Se  -3.515  -1.340  -1.407
Se  -3.624  0.933  -1.430
Se  -5.429  0.226  2.566
O  -5.465  1.085  -8.125
C  -5.006  -0.186  -8.171
O  -5.029  -0.803  -9.205
C  -4.460  -0.716  -6.901
C  -3.471  -1.700  -6.946
C  -2.866  -2.139  -5.792
C  -3.266  -1.622  -4.559
S  -2.327  -2.098  -3.145
C  -4.319  -0.718  -4.502
C  -4.897  -0.250  -5.661
H  -5.343  1.480  -7.249
H  -3.174  -2.083  -7.910
H  -2.080  -2.874  -5.830
H  -4.691  -0.359  -3.552
H  -5.715  0.455  -5.576

***

Entry 2:
Density functional theory data (ωB97M-V/def2-TZVPD) for a structure of composition C34H51BrN2P2Pd.

Properties
LUMO energy (spin up / spin down): -10.09 / -13.06 eV
Kohn-Sham gap (spin up / spin down): 8.19 / 5.20 eV
Max |F|: 4.36 eV/Å
Net charge: +4
DFT total energy: -131121.7085 eV
Spin multiplicity: 5

Geometry (Å):
C  1.220  -6.328  7.132
C  1.834  -6.343  5.866
C  2.750  -7.366  5.568
C  3.007  -8.342  6.544
N  2.409  -8.317  7.742
C  1.538  -7.346  8.044
C  1.531  -5.331  4.892
C  1.193  -4.441  4.134
C  0.981  -3.406  3.218
C  -0.330  -2.971  2.976
C  -0.531  -2.013  1.984
C  0.601  -1.585  1.309
C  1.924  -1.901  1.606
C  2.110  -2.877  2.575
Pd  0.474  -0.335  -0.224
P  -0.890  -1.583  -1.503
H  3.244  -7.392  4.597
H  0.513  -5.538  7.386
H  3.715  -9.151  6.325
H  1.064  -7.355  9.034
H  3.111  -3.237  2.826
H  -1.167  -3.389  3.543
H  2.757  -1.405  1.114
H  -1.531  -1.624  1.770
C  -1.163  -0.841  -3.170
C  -1.491  -1.781  -4.326
H  -0.257  -0.256  -3.389
H  -1.964  -0.098  -3.028
H  -1.672  -1.158  -5.210
H  -0.662  -2.455  -4.566
H  -2.393  -2.378  -4.156
C  -0.055  -3.194  -1.721
C  -0.837  -4.447  -1.337
H  0.853  -3.117  -1.098
H  0.290  -3.250  -2.763
H  -0.163  -5.309  -1.432
H  -1.192  -4.422  -0.297
H  -1.695  -4.631  -1.998
C  -2.575  -1.819  -0.837
C  -3.644  -2.357  -1.800
H  -2.878  -0.829  -0.461
H  -2.488  -2.480  0.036
H  -4.550  -2.579  -1.220
H  -3.921  -1.622  -2.567
H  -3.347  -3.290  -2.298
Br  -0.758  1.733  -1.100
P  4.655  -2.306  -2.431
C  3.126  -2.997  -3.161
C  3.271  -3.186  -4.675
H  2.289  -2.331  -2.914
H  2.940  -3.964  -2.668
H  2.481  -3.834  -5.064
H  3.204  -2.234  -5.211
H  4.231  -3.644  -4.928
C  4.378  -0.529  -2.112
C  5.690  0.244  -2.260
H  3.943  -0.405  -1.114
H  3.638  -0.184  -2.848
H  5.503  1.314  -2.365
H  6.342  0.114  -1.393
H  6.245  -0.083  -3.142
C  4.838  -3.112  -0.790
C  5.724  -4.364  -0.870
H  3.843  -3.344  -0.387
H  5.304  -2.364  -0.130
H  6.044  -4.666  0.131
H  5.198  -5.214  -1.314
H  6.623  -4.178  -1.464
C  -3.019  2.598  1.596
N  -1.552  2.869  1.633
C  -1.308  4.233  2.183
C  -0.762  1.749  2.324
C  0.693  1.893  2.026
C  1.444  2.787  2.820
C  2.773  3.067  2.523
C  3.392  2.454  1.431
C  2.659  1.541  0.648
C  1.366  1.253  0.993
H  -3.379  2.462  2.623
H  -3.206  1.701  0.999
H  -3.516  3.459  1.135
H  -1.223  2.840  0.623
H  -1.564  4.230  3.248
H  -0.270  4.533  2.032
H  -1.963  4.936  1.653
H  -0.957  1.858  3.397
H  -1.186  0.800  1.991
H  0.957  3.267  3.676
H  3.315  3.782  3.149
H  4.428  2.670  1.184
H  3.125  1.078  -0.222

***

Entry 3:
Density functional theory data (ωB97M-V/def2-TZVPD) for a structure of composition C34H51CsN2PS2.

Properties
LUMO energy: 1.89 eV
Kohn-Sham gap: 5.57 eV
Max |F|: 3.12 eV/Å
Net charge: -1
DFT total energy: -70572.7549 eV
Spin multiplicity: 1

Geometry (Å):
Cs  9.260  10.804  7.724
C  9.475  9.794  12.171
N  8.467  9.583  11.139
C  8.188  8.155  10.937
C  9.392  7.408  10.363
N  9.233  6.758  9.102
C  8.206  5.683  8.929
C  10.351  6.802  8.256
C  11.629  6.600  8.793
C  12.744  6.549  7.955
C  12.613  6.967  6.604
C  11.346  7.185  6.064
C  10.183  7.135  6.875
S  8.640  7.476  6.238
C  7.356  10.437  11.265
C  6.081  9.923  11.596
C  4.921  10.670  11.431
C  5.027  11.943  11.006
C  6.240  12.485  10.683
C  7.444  11.836  10.880
S  8.865  12.828  10.465
H  9.670  10.882  12.257
H  10.429  9.265  12.034
H  9.061  9.434  13.130
H  7.335  8.145  10.233
H  7.822  7.687  11.869
H  9.623  6.720  11.197
H  10.185  8.165  10.255
H  8.445  4.712  9.306
H  7.888  5.594  7.901
H  7.336  5.968  9.495
H  11.705  6.479  9.856
H  13.715  6.383  8.405
H  13.487  7.021  5.914
H  11.174  7.289  4.985
H  6.099  8.881  11.876
H  3.963  10.172  11.491
H  4.134  12.522  10.807
H  6.307  13.415  10.204
C  17.299  7.223  8.463
C  17.188  7.527  9.961
C  17.257  9.043  10.331
C  17.045  9.924  9.123
C  15.891  9.357  8.212
C  16.276  7.976  7.618
P  16.724  11.812  9.318
C  17.777  12.412  7.885
C  19.179  12.915  8.154
C  19.785  13.139  6.794
C  18.906  13.591  5.622
C  17.763  14.421  6.183
C  16.927  13.449  7.075
C  17.513  12.541  10.871
C  17.280  14.075  10.920
C  17.065  14.360  12.431
C  18.096  13.561  13.283
C  19.313  12.987  12.568
C  18.891  12.099  11.406
H  17.235  6.154  8.226
H  18.331  7.462  8.093
H  18.056  7.035  10.437
H  16.314  6.990  10.352
H  18.275  9.351  10.697
H  16.447  9.252  11.096
H  17.966  9.824  8.450
H  15.678  10.004  7.318
H  14.919  9.342  8.691
H  16.501  8.203  6.571
H  15.338  7.414  7.571
H  17.872  11.518  7.248
H  19.747  12.180  8.668
H  19.061  13.902  8.686
H  20.217  12.191  6.472
H  20.629  13.892  6.836
H  18.574  12.729  4.989
H  19.366  14.216  4.837
H  17.045  14.758  5.405
H  18.046  15.258  6.819
H  16.196  12.903  6.435
H  16.264  14.006  7.809
H  16.709  12.215  11.535
H  16.403  14.307  10.213
H  18.111  14.608  10.455
H  16.080  13.960  12.654
H  17.066  15.453  12.645
H  17.566  12.777  13.833
H  18.443  14.326  13.971
H  19.907  12.412  13.303
H  19.933  13.885  12.223
H  18.732  11.089  11.793
H  19.583  12.138  10.528

***

Entry 4:
Density functional theory data (ωB97M-V/def2-TZVPD) for a structure of composition C34H52As2NP2Pt.

Properties
LUMO energy: -3.17 eV
Kohn-Sham gap: 6.01 eV
Max |F|: 2.45 eV/Å
Net charge: +1
DFT total energy: -181090.2974 eV
Spin multiplicity: 1

Geometry (Å):
Pt  -0.392  0.007  -0.090
C  1.080  -1.289  4.512
C  0.338  -1.359  3.181
C  1.052  -2.279  2.194
P  0.108  0.300  2.344
C  -0.717  1.392  3.619
C  -1.986  0.798  4.217
C  -0.976  2.729  2.934
C  1.778  1.016  2.269
C  2.406  1.671  3.320
C  3.617  2.317  3.142
C  4.200  2.348  1.883
C  3.620  1.669  0.838
C  2.429  0.936  1.014
N  1.866  0.216  0.007
C  2.636  -0.336  -0.967
C  3.974  -0.721  -0.740
C  4.770  -1.173  -1.766
C  4.284  -1.200  -3.067
C  2.952  -0.905  -3.302
C  2.101  -0.563  -2.259
P  0.295  -0.475  -2.428
C  0.062  0.653  -3.889
C  -1.375  0.619  -4.394
C  0.460  2.045  -3.411
C  -0.167  -2.191  -3.018
C  0.100  -3.159  -1.868
C  0.525  -2.685  -4.280
H  1.161  -2.291  4.931
H  0.552  -0.668  5.233
H  2.086  -0.894  4.380
H  -0.674  -1.751  3.357
H  2.066  -1.927  2.010
H  0.517  -2.297  1.239
H  1.108  -3.293  2.584
H  -0.016  1.547  4.443
H  -2.740  0.596  3.460
H  -2.409  1.508  4.927
H  -1.771  -0.125  4.753
H  -1.653  2.583  2.090
H  -0.040  3.144  2.561
H  -1.419  3.444  3.623
H  1.956  1.692  4.301
H  4.086  2.820  3.973
H  5.110  2.906  1.724
H  4.064  1.711  -0.144
H  4.362  -0.675  0.266
H  5.781  -1.487  -1.560
H  4.924  -1.493  -3.884
H  2.584  -0.927  -4.316
H  0.742  0.335  -4.685
H  -2.065  0.760  -3.563
H  -1.602  -0.326  -4.883
H  -1.533  1.418  -5.116
H  -0.181  2.349  -2.578
H  0.362  2.774  -4.211
H  1.492  2.054  -3.063
H  -1.249  -2.138  -3.193
H  1.173  -3.273  -1.709
H  -0.323  -4.138  -2.089
H  -0.345  -2.780  -0.941
H  1.582  -2.844  -4.085
H  0.407  -1.998  -5.113
H  0.096  -3.641  -4.571
C  -2.754  -3.085  1.279
As  -2.541  -1.429  0.239
C  -3.627  -1.993  -1.301
C  -3.766  -0.196  1.120
C  -4.734  -0.669  1.998
C  -5.585  0.202  2.655
C  -5.452  1.567  2.465
C  -4.488  2.048  1.596
C  -3.655  1.181  0.901
As  -2.455  1.803  -0.516
C  -2.388  3.769  -0.381
C  -3.894  1.792  -1.866
H  -2.595  -2.916  2.343
H  -2.013  -3.807  0.932
H  -3.743  -3.516  1.121
H  -3.325  -3.006  -1.571
H  -3.480  -1.344  -2.161
H  -4.685  -1.990  -1.030
H  -4.833  -1.733  2.172
H  -6.344  -0.185  3.317
H  -6.108  2.255  2.977
H  -4.387  3.118  1.457
H  -1.667  4.110  0.361
H  -3.369  4.190  -0.164
H  -2.074  4.142  -1.359
H  -3.580  2.314  -2.769
H  -4.748  2.317  -1.438
H  -4.208  0.783  -2.126

***

Entry 5:
Density functional theory data (ωB97M-V/def2-TZVPD) for a structure of composition C34H52AuNO4SSi.

Properties
LUMO energy (spin up / spin down): -0.22 / -2.12 eV
Kohn-Sham gap (spin up / spin down): 7.59 / 5.55 eV
Max |F|: 3.23 eV/Å
DFT total energy: -68187.7721 eV
Spin multiplicity: 3

Geometry (Å):
C  2.485  -0.308  -0.290
C  2.516  -1.153  -1.433
C  1.984  -0.431  -2.535
H  2.863  -2.176  -1.463
C  1.651  0.873  -2.071
C  2.001  0.955  -0.702
H  1.180  1.663  -2.647
C  -1.153  -2.091  0.139
C  -0.299  -3.112  -0.304
C  -0.320  -3.128  -1.732
H  0.278  -3.796  0.315
C  -1.196  -2.131  -2.162
C  -1.724  -1.433  -1.005
H  1.804  -0.828  -3.529
H  1.852  1.825  -0.073
H  2.794  -0.565  0.716
H  -2.724  -0.968  -0.994
H  0.236  -3.815  -2.366
H  -1.335  -1.784  1.170
Au  -1.545  0.937  -0.827
C  -1.613  -1.747  -3.539
C  -3.141  -1.908  -3.589
C  -0.974  -2.617  -4.631
H  -3.367  -2.947  -3.308
H  -3.533  -1.735  -4.599
H  -3.644  -1.237  -2.884
H  -1.253  -3.664  -4.469
H  0.122  -2.540  -4.632
H  -1.353  -2.316  -5.620
C  -1.113  -0.273  -3.705
C  -1.980  0.824  -4.271
H  -0.184  -0.231  -4.285
H  -0.842  0.160  -2.704
O  -2.933  1.260  -3.625
N  -1.406  1.353  -5.463
C  -0.197  2.202  -5.204
H  -2.078  1.827  -6.066
C  1.141  1.567  -5.551
C  2.326  2.212  -5.157
H  2.261  3.166  -4.624
C  3.568  1.637  -5.426
H  4.478  2.139  -5.099
C  3.644  0.426  -6.115
H  4.609  -0.026  -6.320
C  2.475  -0.204  -6.543
H  2.509  -1.142  -7.093
C  1.222  0.371  -6.275
H  0.293  -0.087  -6.629
H  -0.190  2.461  -4.125
H  -0.320  3.145  -5.768
C  1.015  3.821  4.581
C  1.474  2.464  4.070
C  2.179  2.639  2.736
C  2.438  1.837  5.068
O  0.295  1.621  3.975
Si  -0.349  0.662  2.787
S  -0.831  1.965  1.179
O  0.720  -0.620  2.632
C  0.900  -1.718  3.604
C  2.303  -2.278  3.366
C  0.744  -1.243  5.038
C  -0.136  -2.802  3.368
O  -1.700  -0.124  3.371
C  -3.002  0.400  3.708
C  -3.751  0.783  2.440
C  -3.778  -0.716  4.398
C  -2.873  1.602  4.636
H  1.893  4.466  4.690
H  0.533  3.726  5.563
H  0.321  4.297  3.876
H  3.040  3.305  2.897
H  2.559  1.683  2.354
H  1.516  3.095  1.991
H  1.938  1.626  6.022
H  2.886  0.919  4.663
H  3.253  2.548  5.255
H  3.067  -1.516  3.580
H  2.492  -3.142  4.022
H  2.413  -2.605  2.323
H  -0.280  -0.912  5.241
H  0.955  -2.077  5.726
H  1.441  -0.437  5.286
H  -1.144  -2.419  3.562
H  -0.086  -3.175  2.340
H  0.046  -3.646  4.049
H  -3.790  -0.067  1.749
H  -4.779  1.074  2.698
H  -3.273  1.623  1.921
H  -3.306  -0.992  5.351
H  -4.799  -0.372  4.609
H  -3.839  -1.603  3.753
H  -2.338  1.322  5.554
H  -2.354  2.442  4.158
H  -3.882  1.938  4.919